No. 1
Below is a 2-piece molecular cluster, C5H12 overall in a non-equilibrium geometry, with properties calculated with wB97M-V/def2-TZVPD.

```
17
C5H12 (wB97M-V/def2-TZVPD)
C 2.749 -1.439 -2.147
C 1.465 -1.109 -1.733
H 3.446 -0.627 -2.511
H 3.027 -2.495 -2.144
H 1.151 0.000 -1.857
H 0.636 -1.804 -1.738
C -0.727 1.701 0.338
C -0.634 0.639 1.346
C -1.907 -0.217 1.572
H -0.415 1.376 -0.672
H 0.074 2.492 0.571
H -1.836 2.130 0.354
H -0.367 0.983 2.400
H 0.167 -0.103 1.234
H -1.651 -1.042 2.158
H -2.717 0.261 2.075
H -2.459 -0.748 0.754
```

The value obtained for the energy is -5377.479 eV. Its gap between HOMO and LUMO is 0.4093 hartree. As for the SMILES: C=C.CCC. The value obtained for the HOMO energy is -10.0 eV. As for the LUMO energy: 1.18 eV. As for the molar mass: 72.15 g mol⁻¹.

***

No. 2
Below is a 2-piece molecular cluster, C2Cl3OS overall in a non-equilibrium geometry, with properties calculated with wB97M-V/def2-TZVPD.

```
7
C2Cl3OS (wB97M-V/def2-TZVPD)
C 0.315 0.145 -1.663
C -0.588 -0.602 1.958
O 1.305 -0.206 -1.201
S -0.830 0.417 -2.722
Cl -1.370 0.551 0.596
Cl -1.732 -0.318 3.397
Cl 1.004 0.050 2.397
```

The value obtained for the energy is -52524.435 eV. Its gap between HOMO and LUMO is 0.2279 hartree. Its charge is -1. The value obtained for the HOMO energy is -3.3 eV. As for the LUMO energy: 2.89 eV. As for the molar mass: 178.45 g mol⁻¹.

***

No. 3
Below is C35H46CoN4OPS as an isolated structure, with properties calculated with wB97M-V/def2-TZVPD.

```
89
C35H46CoN4OPS (wB97M-V/def2-TZVPD)
Co 1.270 -1.333 -0.304
C -0.654 -4.599 -2.413
C -0.446 -3.518 -1.547
N 0.714 -2.895 -1.464
C 1.727 -3.305 -2.260
C 1.630 -4.392 -3.122
C 0.386 -5.044 -3.190
C 2.786 -4.774 -3.893
C 3.936 -4.075 -3.806
C 4.035 -2.916 -2.956
C 5.180 -2.103 -2.856
C 5.161 -1.003 -2.040
C 4.000 -0.706 -1.313
N 2.920 -1.459 -1.396
C 2.935 -2.548 -2.196
H -1.627 -5.067 -2.452
H -1.238 -3.169 -0.894
H 0.259 -5.888 -3.859
H 2.711 -5.636 -4.549
H 4.806 -4.368 -4.385
H 6.063 -2.352 -3.432
H 6.024 -0.359 -1.942
H 3.949 0.149 -0.650
C -0.822 0.024 5.119
C 0.601 -0.295 4.767
C 1.586 -0.408 5.729
C 2.861 -0.704 5.283
N 3.153 -0.884 3.998
C 2.133 -0.767 3.138
S 2.610 -1.040 1.458
N 0.875 -0.470 3.469
H -0.955 0.111 6.197
H -1.485 -0.759 4.745
H -1.124 0.965 4.654
H 1.369 -0.268 6.780
H 3.690 -0.796 5.979
O 0.286 0.309 -0.954
P -0.776 1.194 -0.312
C -1.319 0.385 1.239
C -1.340 -1.148 1.192
C -2.644 -1.780 0.715
C -3.816 -1.243 1.536
C -3.880 0.281 1.440
C -2.582 0.932 1.933
C 0.003 2.778 0.112
C -0.918 3.915 0.610
C -0.078 4.983 1.311
C 0.526 4.436 2.617
C 0.857 2.933 2.514
C 1.203 2.546 1.075
C -2.113 1.525 -1.491
C -1.697 2.584 -2.538
C -0.663 2.058 -3.540
C -1.088 0.701 -4.157
C -2.493 0.290 -3.710
C -2.557 0.200 -2.184
H -0.444 0.626 1.853
H -1.107 -1.493 2.197
H -0.500 -1.488 0.580
H -2.580 -2.866 0.820
H -2.828 -1.563 -0.339
H -3.695 -1.538 2.585
H -4.750 -1.684 1.181
H -4.713 0.660 2.035
H -4.078 0.568 0.398
H -2.479 0.731 3.005
H -2.653 2.014 1.828
H 0.410 3.066 -0.864
H -1.667 3.549 1.316
H -1.466 4.355 -0.225
H -0.693 5.857 1.522
H 0.715 5.312 0.632
H -0.180 4.592 3.435
H 1.425 5.001 2.868
H 0.002 2.346 2.865
H 1.692 2.679 3.168
H 1.557 1.516 1.022
H 2.038 3.170 0.743
H -2.932 1.939 -0.893
H -1.319 3.484 -2.056
H -2.601 2.888 -3.069
H 0.301 1.943 -3.038
H -0.525 2.808 -4.318
H -0.388 -0.078 -3.839
H -1.041 0.747 -5.246
H -2.749 -0.684 -4.129
H -3.237 0.996 -4.086
H -1.885 -0.613 -1.895
H -3.562 -0.074 -1.863
```

The value obtained for the energy is -102799.163 eV. Its gap between HOMO and LUMO (spin up / spin down) is 0.2529 / 0.2610 hartree. Its expectation value of S² is 0.768. Its charge is +1. As for the multiplicity: 2. The value obtained for the HOMO energy (spin up / spin down) is -10.3 / -10.4 eV. As for the LUMO energy (spin up / spin down): -3.38 / -3.29 eV. As for the molar mass: 660.75 g mol⁻¹.

***

No. 4
Below is C4H6O2P as an isolated structure in a non-equilibrium geometry, with properties calculated with wB97M-V/def2-TZVPD.

```
13
C4H6O2P (wB97M-V/def2-TZVPD)
C 1.150 0.959 -0.341
C 1.427 -0.296 -0.254
C -1.159 1.552 0.935
C 0.219 -1.219 0.168
O -2.548 -0.829 0.201
O -1.131 0.370 -1.499
P -1.281 0.022 0.034
H 1.708 1.792 -0.464
H 2.341 -0.916 -0.397
H -0.931 1.228 1.988
H 0.187 -2.173 -0.376
H 0.356 -1.356 1.300
H -0.338 0.866 -1.298
```

The value obtained for the energy is -17625.559 eV. Its gap between HOMO and LUMO is 0.2804 hartree. Its charge is -1. The value obtained for the HOMO energy is -3.9 eV. As for the LUMO energy: 3.70 eV. As for the molar mass: 117.06 g mol⁻¹.

***

No. 5
Below is one molecule with the formula C4H10N2 in a non-equilibrium geometry, with properties calculated with wB97M-V/def2-TZVPD.

```
16
C4H10N2 (wB97M-V/def2-TZVPD)
C 0.566 -0.958 1.338
C -0.220 -0.647 0.061
C 0.431 -1.149 -1.222
H -1.256 -1.000 0.181
H 0.066 -0.597 2.242
H 1.570 -0.533 1.285
H 0.684 -2.041 1.402
H 0.267 -0.520 -2.096
H 0.061 -2.139 -1.485
N 0.787 1.475 -0.602
C -1.469 1.488 -0.034
N -0.356 0.821 -0.119
H 1.382 1.677 0.198
H 1.325 0.639 -1.084
H -1.493 2.499 -0.409
H -2.344 0.985 0.344
```

The value obtained for the energy is -7285.375 eV. Its gap between HOMO and LUMO is 0.1987 hartree. The value obtained for the HOMO energy is -5.8 eV. As for the LUMO energy: -0.42 eV. As for the molar mass: 86.14 g mol⁻¹.

***

No. 6
Below is one molecule with the formula C20H24F2N2O3 in a non-equilibrium geometry, with properties calculated with wB97M-V/def2-TZVPD.

```
51
C20H24F2N2O3 (wB97M-V/def2-TZVPD)
C 2.484 -1.204 -0.202
N 1.876 0.082 -0.436
C 2.686 1.251 -0.155
C 2.972 1.415 1.339
C 1.687 1.582 2.148
C 1.956 1.828 3.631
C 0.655 2.076 4.429
C 0.631 1.031 5.550
C 2.100 0.676 5.754
C 2.633 0.635 4.326
C 0.590 0.270 -0.799
O 0.111 1.378 -0.989
C -0.276 -0.922 -0.991
C -1.554 -0.847 -1.612
C -2.018 -2.127 -1.552
C -3.279 -2.771 -2.028
O -4.101 -1.893 -2.758
C -3.663 -1.338 -3.918
C -2.533 -1.663 -4.668
F -1.697 -2.651 -4.267
C -2.213 -1.007 -5.845
C -3.027 0.000 -6.322
C -4.167 0.349 -5.616
C -4.463 -0.312 -4.444
F -5.568 0.032 -3.759
O -1.107 -2.901 -0.939
N -0.039 -2.149 -0.596
H 3.566 -1.081 -0.207
H 2.176 -1.626 0.757
H 2.202 -1.910 -0.980
H 2.130 2.117 -0.522
H 3.626 1.169 -0.711
H 3.530 0.552 1.705
H 3.601 2.299 1.468
H 1.122 2.423 1.740
H 1.069 0.688 2.040
H 2.605 2.705 3.719
H 0.658 3.082 4.850
H -0.221 1.990 3.788
H 0.085 0.144 5.226
H 0.160 1.408 6.457
H 2.601 1.465 6.318
H 2.238 -0.266 6.282
H 3.720 0.693 4.285
H 2.319 -0.296 3.850
H -2.011 0.030 -2.017
H -3.036 -3.678 -2.597
H -3.891 -3.064 -1.167
H -1.320 -1.308 -6.370
H -2.778 0.511 -7.237
H -4.828 1.129 -5.957
```

The value obtained for the energy is -35685.633 eV. Its gap between HOMO and LUMO is 0.3635 hartree. As for the SMILES: CN(CCCC1CCCC1)C(=O)c1cc(COc2c(F)cccc2F)on1. The value obtained for the HOMO energy is -9.1 eV. As for the LUMO energy: 0.75 eV. As for the molar mass: 378.42 g mol⁻¹.